Computed, not measured: a molecular structure, C22H21AsF8MoN3O8S2 in a non-equilibrium geometry, with wB97M-V/def2-TZVPD.

As for the energy above the lowest of the compared OMol25 structures with the same formula, charge and spin: 5.4 kcal/mol. The HOMO energy (alpha / beta) comes out at -5.57 / -5.87 eV. The electronic energy is -150112.71556 eV. The value obtained for the gap between HOMO and LUMO (alpha / beta) is 6.5 / 7.7 eV. Its largest force on an atom is 2.9 eV/Å. Its spin multiplicity is 3. The molar mass comes out at 842.40 g mol⁻¹. Its charge is -1.

```
66
Properties=species:S:1:pos:R:3:nbo_charge:R:1
Mo 3.875 -19.432 2.619 1.3870
O 3.465 -22.356 6.040 -1.0020
As 2.425 -21.006 5.474 2.4400
O 1.489 -20.342 6.681 -1.1259
O 3.555 -20.100 4.614 -1.0582
C 1.000 -21.717 4.281 -0.3840
C -0.292 -21.548 4.835 -0.1847
C -1.383 -22.141 4.269 -0.2112
C -1.176 -23.074 3.232 -0.2326
C 0.082 -23.292 2.726 -0.1566
C 1.175 -22.566 3.172 -0.3179
S 2.779 -22.632 2.295 2.4162
O 2.618 -23.315 1.022 -0.9584
O 3.732 -23.120 3.237 -0.9688
O 3.122 -21.174 1.903 -0.9510
H 3.767 -22.770 5.195 0.5119
H -0.428 -20.882 5.696 0.2692
H -2.375 -21.855 4.654 0.2132
H -2.027 -23.646 2.818 0.2080
H 0.293 -24.021 1.944 0.2276
F 6.312 -20.567 4.076 -0.3248
C 5.961 -20.130 2.853 0.2757
F 5.933 -21.237 2.002 -0.3612
C 7.171 -19.331 2.306 0.9112
F 6.929 -18.891 1.069 -0.3215
F 7.490 -18.240 3.068 -0.3357
F 8.288 -20.108 2.243 -0.3340
C 0.681 -20.467 -3.285 -0.6173
C 0.586 -19.834 -1.938 -0.2241
N 1.932 -19.722 -1.396 -0.5677
C 2.521 -18.722 -0.767 0.4408
S 4.056 -19.072 0.046 -0.1518
N 2.099 -17.456 -0.711 -0.5999
C 1.558 -16.669 -1.834 -0.2188
C 0.179 -16.144 -1.482 -0.6143
H -0.287 -20.833 -3.621 0.2168
H 1.310 -21.384 -3.292 0.2213
H 0.989 -19.751 -4.043 0.2099
H 0.016 -20.432 -1.226 0.2191
H 0.170 -18.827 -1.935 0.2079
H 2.525 -20.572 -1.355 0.4392
H 2.700 -16.893 -0.100 0.4611
H 1.576 -17.311 -2.721 0.1926
H 2.258 -15.837 -1.991 0.2123
H -0.591 -16.938 -1.450 0.2047
H -0.167 -15.489 -2.306 0.2057
H 0.174 -15.614 -0.525 0.2321
F 1.287 -18.515 3.756 -0.3435
C 1.887 -18.551 2.546 0.6561
F 1.727 -17.340 1.983 -0.3627
F 1.184 -19.477 1.746 -0.3930
O 4.201 -16.082 1.490 -0.6322
C 4.539 -16.298 2.658 0.6850
N 4.546 -17.501 3.374 -0.7305
C 5.236 -17.283 4.597 0.6552
O 5.491 -18.120 5.453 -0.5282
C 5.542 -15.858 4.741 -0.0525
C 6.024 -15.145 5.799 -0.1953
C 6.158 -13.775 5.667 -0.2094
C 5.826 -13.157 4.469 -0.2127
C 5.268 -13.873 3.389 -0.1727
C 5.096 -15.239 3.553 -0.1318
H 6.242 -15.587 6.766 0.2307
H 6.514 -13.180 6.509 0.2097
H 6.010 -12.097 4.311 0.2051
H 4.982 -13.385 2.458 0.2213
```